Entry from the Open Molecules 2025 dataset: C30H63Hg2N5O7P as an isolated structure in a non-equilibrium geometry (ωB97M-V/def2-TZVPD).

Summary:
E_LUMO = -5.90 eV
DFT total energy = -71544.155 eV
Maximum force = 0.06763 Eh/bohr

ORCA input file:
```
! wB97M-V def2-TZVPD RIJCOSX def2/J DEFGRID3
* xyz 1 1
Hg 13.47268 16.99257 15.00277
Hg 16.13605 13.59408 11.53259
P 14.52072 15.77787 12.66537
O 13.93578 15.70449 11.32687
O 13.61362 15.14203 13.84686
O 14.56198 17.33099 13.20951
O 15.94117 15.16440 12.85524
C 18.60185 16.09781 13.97160
C 19.12875 15.08482 13.09690
N 19.58148 14.30599 12.41519
H 18.97795 17.08063 13.76861
H 18.85747 15.88679 14.98856
H 17.52874 16.05888 13.95383
C 13.90896 15.80146 8.29157
C 14.62614 14.57341 7.92417
N 15.09878 13.54305 7.73144
H 14.12268 15.97817 9.32194
H 12.85960 15.65055 8.12654
H 14.20505 16.69438 7.73163
C 16.38876 10.80590 7.70146
C 16.41261 11.48758 8.95782
N 16.45182 12.14377 9.89605
H 15.48720 11.25594 7.17275
H 16.17745 9.73672 7.76830
H 17.31141 11.10022 7.18269
C 11.70601 8.62959 7.52726
C 13.19473 9.01655 7.48833
N 13.83278 8.98144 6.15411
C 14.24932 7.67343 5.63425
C 14.62239 6.57599 6.62550
C 13.17446 9.84536 5.19999
C 13.44738 11.34621 5.35414
H 11.62923 7.54175 7.17740
H 10.99549 9.31421 7.01956
H 11.41784 8.66276 8.59639
H 13.32863 10.01812 7.90264
H 13.85379 8.37497 8.13155
H 13.42020 7.28630 4.99010
H 15.17328 7.82850 5.02887
H 15.00353 5.65885 6.08371
H 15.35506 6.94244 7.35398
H 13.76846 6.21158 7.17835
H 12.12824 9.74000 5.33604
H 13.30312 9.46552 4.17476
H 14.52287 11.64760 5.43943
H 13.02683 11.70994 6.32090
H 12.89804 11.97299 4.59654
C 10.60798 15.67180 11.31825
C 9.70418 14.96296 10.26154
N 10.29598 15.02538 8.91457
C 9.44395 15.62638 7.90801
C 10.14359 15.85278 6.55461
C 10.92886 13.75315 8.63382
C 10.05258 12.52872 8.56173
H 10.18714 15.68041 12.26728
H 10.69896 16.73718 11.09464
H 11.60895 15.22868 11.46232
H 9.57613 13.92002 10.55879
H 8.68062 15.41816 10.29331
H 8.55472 14.99076 7.72873
H 9.11596 16.54719 8.32724
H 10.44352 14.90343 6.11994
H 9.44322 16.33255 5.84670
H 11.10389 16.47413 6.73014
H 11.68155 13.61377 9.39008
H 11.48195 13.90574 7.67473
H 10.54236 11.72119 8.07419
H 9.13404 12.72986 7.98444
H 9.72235 12.26645 9.58380
C 11.79271 10.93899 12.51611
C 12.11668 10.67368 11.05361
C 13.55260 11.13015 10.85791
O 13.73668 12.15891 11.83066
C 12.56127 12.25879 12.76192
H 12.11099 10.14402 13.20713
H 10.72545 11.05379 12.74937
H 11.42953 11.21460 10.43264
H 12.17459 9.63615 10.76716
H 13.72636 11.54516 9.83194
H 14.30819 10.34526 11.08351
H 12.03113 13.15663 12.41881
H 12.94241 12.34525 13.77903
C 18.67689 16.05303 8.43220
C 18.47162 17.20406 9.48172
C 17.13048 16.80523 10.07430
O 17.04329 15.37836 9.96914
C 18.13520 14.83594 9.15050
H 19.70270 15.97283 8.02486
H 18.10768 16.23698 7.51404
H 18.54750 18.17330 8.95260
H 19.23578 17.18012 10.25511
H 16.37723 17.29291 9.39854
H 17.14172 17.18030 11.08563
H 17.74932 14.15796 8.38706
H 18.85787 14.38187 9.83869
C 16.19973 10.13253 14.28120
C 16.19102 11.25693 15.36595
C 17.05163 12.36878 14.74804
O 16.91739 12.22288 13.31069
C 16.84337 10.78388 13.04521
H 15.16126 9.86191 14.09392
H 16.74034 9.21166 14.62461
H 16.43521 10.91218 16.36269
H 15.21434 11.72258 15.39151
H 18.05189 12.18723 15.00156
H 16.73540 13.39333 15.01229
H 17.79474 10.29292 12.79476
H 16.16201 10.70913 12.15603
*
```

Entry from the Open Molecules 2025 dataset: a 3-piece molecular cluster, C30H64B3N3O5 overall in a non-equilibrium geometry (ωB97M-V/def2-TZVPD).

Summary:
E_LUMO (alpha / beta) = 0.46 / 0.46 eV
DFT total energy = -48889.069 eV
Maximum force = 0.03107 Eh/bohr

ORCA input file:
```
! wB97M-V def2-TZVPD RIJCOSX def2/J DEFGRID3
* xyz 0 3
C -2.98123 -1.26531 2.26955
C -3.51234 -1.30665 3.70985
C -3.30940 -0.02989 4.55777
C -2.21978 0.93066 4.10561
C -0.79688 0.32337 4.21377
C 0.05498 0.92651 5.33572
C 1.52941 1.24956 5.03586
C 2.30714 0.29516 4.13978
C 2.45600 -1.10095 4.76243
C 2.73185 -2.23209 3.77054
C 1.80778 -2.28043 2.52467
B 2.58807 -1.82767 1.24958
O 3.60302 -0.86926 1.34420
B 3.45693 0.14856 0.43157
O 2.95029 -0.11454 -0.82646
B 2.04527 -1.17910 -0.85536
C 0.77903 -1.04788 -1.76185
N 0.27443 0.33673 -1.73794
O 2.30979 -2.27341 -0.04761
H -1.99644 -1.72275 2.18746
H -2.95026 -0.26659 1.84581
H -3.63635 -1.85365 1.62669
H -3.09441 -2.17652 4.21271
H -4.58400 -1.49835 3.65659
H -4.25491 0.49465 4.68464
H -3.02286 -0.35493 5.56176
H -2.27344 1.79210 4.77247
H -2.37669 1.32381 3.10417
H -0.31175 0.45345 3.24553
H -0.90712 -0.74383 4.40531
H -0.39541 1.85346 5.68926
H 0.04610 0.26324 6.20209
H 1.62453 2.26716 4.65492
H 2.03519 1.24501 6.00449
H 3.30254 0.73166 4.03710
H 1.90308 0.24618 3.12979
H 3.31252 -1.07372 5.43640
H 1.57855 -1.32565 5.37014
H 3.77237 -2.16803 3.46222
H 2.63787 -3.17591 4.30854
H 1.37802 -3.26511 2.35976
H 0.98231 -1.57780 2.67185
H 3.71767 1.27058 0.72680
H -0.01630 -1.71619 -1.43747
H 1.07571 -1.35248 -2.77830
H 1.01962 0.97454 -1.98338
H -0.45869 0.45051 -2.42486
C 1.82843 4.40169 1.87410
C 1.57221 4.43026 0.35614
C 2.89091 4.32431 -0.41135
C 3.72126 5.60667 -0.37085
C 2.89267 6.80409 -0.83618
C 1.58247 6.96405 -0.06417
N 0.83833 5.66758 -0.04670
O 0.18010 5.48754 -1.14654
C 1.86560 7.47233 1.36345
C 0.71119 8.02084 -0.73369
C 0.70521 3.21432 0.05711
H 2.55126 5.13572 2.21914
H 0.89732 4.55485 2.42196
H 2.22600 3.42526 2.15547
H 2.67348 4.08093 -1.45660
H 3.46517 3.48798 -0.01029
H 4.11176 5.77592 0.63627
H 4.59316 5.49562 -1.01816
H 3.47130 7.72533 -0.73942
H 2.66806 6.68444 -1.90071
H 0.99496 7.33519 2.00561
H 2.09083 8.53792 1.33259
H 2.72206 6.99737 1.83548
H 0.52618 7.79677 -1.78158
H 1.21817 8.98374 -0.68141
H -0.25032 8.11057 -0.22649
H -0.26845 3.29901 0.54215
H 1.19180 2.31493 0.43254
H 0.54015 3.07634 -1.00734
C -0.63488 -3.68762 -4.82067
C -2.04082 -3.70306 -4.19518
C -2.01663 -4.42208 -2.84518
C -1.88333 -5.93927 -2.96904
C -2.96459 -6.50390 -3.89078
C -2.99315 -5.83386 -5.26523
N -3.03142 -4.34727 -5.10830
O -4.23263 -3.92920 -4.86873
C -1.77820 -6.28361 -6.10084
C -4.23313 -6.27725 -6.03327
C -2.42779 -2.24429 -3.98657
H -0.17092 -4.66662 -4.89730
H -0.66373 -3.24408 -5.81674
H 0.02907 -3.08267 -4.20283
H -2.94181 -4.19439 -2.30613
H -1.19831 -4.01715 -2.24525
H -0.88772 -6.20622 -3.33333
H -1.97517 -6.39369 -1.98095
H -2.82153 -7.57787 -4.02768
H -3.93935 -6.37545 -3.40997
H -1.63033 -5.62656 -6.95849
H -1.94994 -7.29046 -6.47993
H -0.85061 -6.32940 -5.53575
H -5.14950 -6.08286 -5.48106
H -4.17283 -7.34962 -6.21546
H -4.29730 -5.76812 -6.99577
H -2.51310 -1.71687 -4.93746
H -1.65316 -1.75772 -3.39281
H -3.37029 -2.13867 -3.45403
*
```

Entry from the Open Molecules 2025 dataset: a 4-piece molecular cluster, C30H64BrF3N2O5P overall in a non-equilibrium geometry (ωB97M-V/def2-TZVPD).

Summary:
E_LUMO = 2.40 eV
DFT total energy = -132851.527 eV
Energy above the lowest of the compared OMol25 structures with the same formula, charge and spin = 0.000 eV
Maximum force = 0.02668 Eh/bohr

ORCA input file:
```
! wB97M-V def2-TZVPD RIJCOSX def2/J DEFGRID3
* xyz -1 1
C -3.84817 0.02344 1.71719
C -4.12785 0.19220 0.22595
C -3.61978 1.51876 -0.36073
C -3.38834 1.44651 -1.86666
O -2.11140 0.96376 -2.26762
N -2.17846 -0.35845 -2.75842
C -2.75851 -0.45669 -4.05587
C -4.16817 -1.16055 -4.09691
O -4.59938 -1.53454 -2.82079
C -4.18941 -2.30031 -5.09951
F -3.73654 -1.87765 -6.30132
F -5.46536 -2.72414 -5.30763
F -3.48965 -3.36968 -4.75538
C -1.16537 -1.30244 -2.26590
C -0.40698 -1.97543 -3.43410
C 0.97603 -2.58348 -3.22494
C 1.36835 -3.34981 -4.50801
Br 1.09716 -3.90782 -1.79760
C -1.90945 -2.38903 -1.42186
O -2.49920 -3.26385 -2.06590
O -1.89845 -2.20359 -0.19763
P 0.15871 -0.58730 -1.13795
N -0.53524 0.11221 0.25496
O 0.72254 0.77080 -1.94944
H -2.79260 0.17964 1.93855
H -4.44092 0.71772 2.31493
H -4.06655 -1.00140 2.01535
H -3.69275 -0.65001 -0.30952
H -5.20625 0.12885 0.05966
H -2.73210 1.86227 0.16797
H -4.40857 2.26374 -0.21501
H -4.19864 0.86420 -2.30391
H -3.46868 2.45641 -2.28271
H -2.92125 0.55901 -4.42233
H -2.12834 -0.93044 -4.80991
H -4.91204 -0.46756 -4.50334
H -4.57389 -2.49451 -2.71487
H -0.25439 -1.21196 -4.20999
H -1.03476 -2.74275 -3.88948
H 1.74655 -1.83538 -3.06526
H 0.87605 -4.32062 -4.46311
H 2.44060 -3.52678 -4.54334
H 1.00740 -2.84618 -5.40557
H -1.44836 -0.28047 0.44906
H -0.58465 1.12329 0.18503
H 0.27744 0.85312 -2.80187
C 3.17517 -1.39167 6.09808
C 2.95497 -0.78132 4.71614
C 1.48288 -0.57354 4.36680
C 0.64371 -1.84948 4.31283
C 1.14656 -2.90298 3.32756
C 1.15586 -2.40827 1.88368
H 2.74209 -2.39045 6.16888
H 4.24073 -1.47993 6.31975
H 2.72325 -0.77051 6.87537
H 3.43384 -1.40752 3.95935
H 3.46060 0.18812 4.67515
H 1.41786 -0.05805 3.40518
H 1.03788 0.10538 5.10337
H -0.38009 -1.57530 4.04117
H 0.58105 -2.29204 5.31390
H 0.49531 -3.77868 3.39998
H 2.14779 -3.24546 3.61292
H 0.16397 -2.08968 1.56923
H 1.46666 -3.20393 1.20583
H 1.84255 -1.57104 1.74715
C 3.45005 0.91696 -5.33735
C 2.55712 1.68786 -6.30794
C 1.47305 0.85058 -6.97870
C 1.96836 -0.29754 -7.85232
C 2.90286 0.09895 -8.99255
C 2.25832 1.04178 -10.00523
H 4.03822 0.14460 -5.83597
H 4.14853 1.60205 -4.85558
H 2.85347 0.44174 -4.55561
H 3.18115 2.17712 -7.06248
H 2.05976 2.49029 -5.75688
H 0.83831 1.51496 -7.57311
H 0.82237 0.43101 -6.20400
H 1.09516 -0.80567 -8.27423
H 2.47051 -1.03809 -7.22290
H 3.22091 -0.81024 -9.50962
H 3.81268 0.55709 -8.59438
H 1.35733 0.59619 -10.43201
H 2.94465 1.25915 -10.82544
H 1.98131 1.99355 -9.54938
C 2.44221 4.37999 9.50805
C 0.98251 4.48800 9.07612
C 0.10775 3.34898 9.59617
C 0.51215 1.95628 9.11088
C 0.54305 1.78847 7.59301
C -0.81314 2.00365 6.92749
H 2.91497 3.48157 9.10928
H 3.01634 5.23652 9.15164
H 2.52474 4.35160 10.59681
H 0.92689 4.53730 7.98566
H 0.57403 5.43303 9.44460
H -0.93124 3.54519 9.31741
H 0.13036 3.35588 10.69108
H -0.18468 1.22560 9.53352
H 1.49559 1.69936 9.51547
H 0.88651 0.77687 7.36524
H 1.27876 2.46572 7.15010
H -1.55980 1.31971 7.33623
H -0.74931 1.82307 5.85390
H -1.17483 3.02409 7.06646
*
```

Entry from the Open Molecules 2025 dataset: a 9-piece molecular cluster, C30H65BrI2N10O16PS overall in a non-equilibrium geometry (ωB97M-V/def2-TZVPD).

Summary:
E_LUMO = -4.08 eV
DFT total energy = -186163.069 eV
Maximum force = 0.02602 Eh/bohr

ORCA input file:
```
! wB97M-V def2-TZVPD RIJCOSX def2/J DEFGRID3
* xyz 1 1
C 7.17130 -3.38187 3.72941
C 6.08112 -3.45535 2.63281
C 5.38173 -2.12414 2.37859
C 6.35910 -1.01055 1.96922
C 5.78090 -0.05928 0.91107
C 4.53129 0.66014 1.40930
C 4.23322 1.93668 0.60414
C 2.81493 2.51237 0.78663
C 2.22549 2.15894 2.14426
C 1.06283 3.02391 2.63330
C -0.40058 2.67066 2.25314
C -0.81480 1.19235 2.45464
C -0.74678 0.39454 1.12464
C -1.95582 -0.56009 0.96665
C -2.30538 -0.85327 -0.53624
C -2.40045 -2.35086 -0.92335
N -1.17941 -2.84995 -1.56401
C -0.72600 -2.28705 -2.74486
P -1.47964 -0.95397 -3.73301
S -0.44496 0.67706 -3.79010
C 0.42611 -2.89085 -3.09379
I 1.64166 -2.50290 -4.69649
N 0.64428 -3.83833 -2.10936
Br 2.16037 -4.88095 -2.11368
C -0.33065 -3.81976 -1.19082
C -0.53072 -4.62563 0.04537
I -0.14394 -6.71543 -0.13122
C 0.21729 -3.98573 1.24194
C -0.63118 -4.10461 2.50545
H 7.27701 -2.38032 4.13527
H 6.93003 -4.04706 4.55569
H 8.11907 -3.72840 3.32650
H 6.52909 -3.86445 1.72187
H 5.32628 -4.16390 2.98623
H 4.68214 -2.25024 1.55570
H 4.85315 -1.80528 3.27757
H 7.23139 -1.49690 1.52419
H 6.67681 -0.44345 2.84239
H 5.49177 -0.65244 0.03755
H 6.54755 0.65789 0.61779
H 4.67505 0.93419 2.45515
H 3.67849 -0.02053 1.34949
H 4.98659 2.67209 0.89318
H 4.43502 1.70717 -0.44425
H 2.85252 3.59505 0.66929
H 2.18242 2.12934 -0.01878
H 1.96907 1.10580 2.11963
H 3.02527 2.28494 2.87726
H 1.23746 4.02770 2.23848
H 1.13968 3.11079 3.71680
H -1.03310 3.26936 2.90169
H -0.58884 2.98102 1.22451
H -1.83397 1.19310 2.83923
H -0.16392 0.77740 3.22464
H 0.17456 -0.19125 1.07238
H -0.75192 1.12130 0.31359
H -2.82435 -0.06369 1.39364
H -1.72557 -1.48768 1.48563
H -3.27279 -0.40830 -0.75363
H -1.52470 -0.37460 -1.12382
H -2.60565 -2.88533 -0.00347
H -3.23632 -2.55339 -1.58879
H -2.72230 -0.75596 -3.11539
H -1.71882 -1.51354 -4.99773
H -1.58736 -4.56503 0.26977
H 0.31679 -2.91864 1.03014
H 1.19911 -4.43341 1.37396
H -0.79904 -5.14760 2.76847
H -1.61698 -3.67572 2.31099
H -0.21310 -3.53512 3.32679
C 3.41296 -3.89449 5.36061
N 2.19333 -3.05232 5.21195
O 1.12537 -3.61890 5.07073
O 2.34680 -1.85273 5.24124
H 3.11861 -4.93609 5.31525
H 4.08553 -3.63651 4.54806
H 3.85874 -3.65202 6.32025
C -1.60288 3.05583 -6.62874
N -2.83368 3.83756 -6.91966
O -3.83980 3.21654 -7.20992
O -2.76320 5.04563 -6.84777
H -1.83490 2.00579 -6.73190
H -0.84385 3.36035 -7.34286
H -1.30024 3.29600 -5.61292
C 3.14075 -8.86291 -1.28542
N 4.13940 -9.23014 -0.24368
O 5.17677 -9.73301 -0.60840
O 3.83162 -8.98633 0.90557
H 3.53773 -9.12516 -2.25920
H 2.22916 -9.41335 -1.07285
H 2.97513 -7.79224 -1.20120
C -5.63667 5.71754 -6.21811
N -6.68620 6.40259 -5.41138
O -6.37029 7.40048 -4.79901
O -7.79485 5.90693 -5.41793
H -4.71181 6.26549 -6.11724
H -5.54152 4.70738 -5.83555
H -5.97498 5.70516 -7.24918
C -4.85508 5.26951 3.06390
N -3.62752 4.46519 2.81893
O -3.52661 3.88470 1.75459
O -2.80016 4.43527 3.70586
H -5.49605 5.19193 2.19417
H -5.33684 4.85044 3.94198
H -4.55274 6.29498 3.24370
C -0.90311 6.91632 5.54946
N -2.03666 7.76041 5.08066
O -2.99867 7.18785 4.60922
O -1.92018 8.95818 5.20103
H -1.15830 5.87764 5.37283
H -0.02508 7.21111 4.98299
H -0.76528 7.11793 6.60729
C -2.50609 -0.51731 -9.80341
N -1.59122 0.52789 -9.27016
O -1.03854 1.25676 -10.05785
O -1.46077 0.58826 -8.05854
H -2.51771 -0.44100 -10.88375
H -2.12276 -1.48004 -9.47947
H -3.49001 -0.33003 -9.38358
C -6.19047 0.72035 0.29476
N -5.96842 1.23618 1.67366
O -5.21878 0.61345 2.39859
O -6.55627 2.25183 1.96508
H -5.60829 -0.18548 0.17109
H -7.25262 0.52300 0.18789
H -5.87167 1.49659 -0.39482
*
```